No. 1
A molecular structure, C24H17Cl3N3O5Pd. Source: the OMol25 dataset; level of theory: ωB97M-V/def2-TZVPD.

Values from the calculation:
LUMO energy (spin up / spin down) in eV: 1.86 / 0.66
E in hartree: -2973.226123
HOMO level (spin up / spin down) in eV: -3.90 / -4.87
Energy above the lowest of the compared OMol25 structures with the same formula, charge and spin in kJ/mol: 1278.2
Total charge: -1
HOMO-LUMO gap (spin up / spin down) in hartree: 0.2117 / 0.2032
Multiplicity: 3

Last column: Mulliken charge in e.
Element x y z (Å)
H1 -1.96334 -2.04015 0.73859  0.418
C1 1.53954 4.62546 -4.28704  -0.574
C2 1.98968 2.28996 -4.12375  0.587
C3 -1.00412 5.89153 0.04892  0.453
C4 -1.85889 0.91920 0.84970  -1.370
H2 0.97500 -6.77752 -1.33828  0.355
H3 0.34366 -6.41426 0.86606  0.388
H4 -0.19549 -7.29629 -2.57166  0.235
C5 -1.68568 6.14237 1.21153  -0.667
Cl1 -0.57448 7.22121 -0.98406  -0.225
C6 1.38070 0.33264 0.66742  0.414
C7 3.02740 -1.80065 1.18885  -0.702
C8 -1.50344 0.03569 1.84448  -0.444
H5 -2.37854 -0.31344 2.39350  0.467
O1 -1.18966 1.87107 -1.31276  -0.888
H6 1.65065 -2.39125 2.69109  0.581
N1 2.50763 0.16768 -0.06021  -0.470
O2 2.24806 3.48792 -4.76927  -0.330
H7 1.87774 5.47225 -4.88415  0.251
C9 -0.35678 -0.64252 2.18577  0.584
H8 -1.91559 -3.46019 -1.25935  0.439
H9 -2.84940 0.97281 0.41832  0.437
H10 -1.98059 2.96838 2.36001  0.549
O3 0.00728 4.35071 -1.46171  -0.375
H11 0.46066 4.50769 -4.41361  0.262
C10 -0.21045 -4.66629 1.96246  -0.401
O4 2.60653 1.33432 -4.53687  -0.582
H12 0.23507 -5.00748 2.88844  0.459
Cl2 -2.91316 5.43369 3.54155  -0.280
C11 0.95839 -0.64801 1.60890  1.044
H13 1.74088 4.81731 -3.23562  0.257
N2 -0.74958 -2.73301 3.20600  -0.257
C12 0.75127 1.62145 0.55617  -0.339
Pd1 0.59591 2.17405 -2.71465  0.012
Cl3 -0.63963 1.92857 0.09899  0.993
C13 1.86690 -1.68074 1.90600  -0.791
C14 -0.80913 -3.41636 1.94347  0.116
O5 -0.79411 -5.70262 -1.50707  -0.417
N3 -0.56966 -1.51967 3.31571  -0.602
C15 -1.72670 3.80113 1.72002  -0.435
H14 3.72877 -2.60028 1.38618  0.384
H15 -1.93886 7.16091 1.47320  0.419
C16 -0.08584 -6.92510 -1.55671  -0.868
C17 -2.05385 5.09339 2.05675  -0.010
H16 -0.50179 -7.65584 -0.85776  0.339
C18 -0.15733 -5.45850 0.82495  -0.512
C19 -1.43033 -3.78244 -0.34787  -0.929
H17 4.14773 -0.97772 -0.46333  0.430
C20 -1.44735 -2.98679 0.77747  -0.045
C21 -1.04650 3.59054 0.53398  0.451
C22 -0.76937 -5.01022 -0.34038  0.947
C23 3.27210 -0.87908 0.17025  -0.368
C24 -0.61189 4.57449 -0.40860  -0.391

=====

No. 2
A single C24H17ClN4O2S molecule at a distorted geometry. Source: the OMol25 dataset; level of theory: ωB97M-V/def2-TZVPD.

Values from the calculation:
LUMO energy in eV: 0.17
E in hartree: -2152.577615
HOMO level in eV: -8.38
Energy above the lowest of the compared OMol25 structures with the same formula, charge and spin in kJ/mol: 193.9
Total charge: 0
HOMO-LUMO gap in hartree: 0.3144

Last column: Mulliken charge in e.
Element x y z (Å)
C1 -2.55722 -0.81830 2.74705  -0.657
C2 -1.86124 -0.53702 -3.69854  -0.565
N1 0.99198 -0.17706 3.67878  -0.632
H1 -1.31014 -1.32153 0.15785  0.584
N2 -0.53006 2.37908 -1.86617  0.044
C3 0.17968 1.36446 -1.23044  -0.794
H2 -2.66904 2.43267 2.04365  0.551
C4 -0.42432 -1.74213 -0.22404  0.441
C5 -1.37735 1.76797 -2.79366  -0.424
H3 -3.26289 2.02719 -5.39122  0.428
O1 4.33627 1.35212 0.76876  -0.596
N3 2.45306 0.61319 1.88480  -0.228
C6 0.23917 -1.19086 -1.31544  -0.685
H4 -0.17048 2.15278 2.76799  0.347
C7 0.96043 -3.67516 -0.33045  -0.345
H5 2.43414 -3.57970 -2.10532  0.451
C8 -1.26772 -0.95684 3.21603  -0.334
H6 -0.93770 -1.87008 3.73193  0.448
C9 -2.99498 0.43671 2.20110  -0.262
H7 -2.36670 3.35745 -3.78691  0.359
Cl1 -3.58649 -1.05596 -5.66104  -0.218
C10 1.29971 -1.89529 -1.92337  0.032
H8 1.50136 -0.37865 0.26554  0.172
N4 1.56283 0.56938 0.69582  0.260
H9 -0.42847 3.43421 -1.70391  0.306
H10 -0.36194 -3.34281 1.21599  0.477
C11 4.63043 0.89680 3.08559  -0.339
C12 2.10148 0.22490 3.19053  0.385
H11 5.34563 0.10330 2.79575  0.271
C13 -0.05901 -3.00740 0.26973  -0.742
H12 5.15486 1.79142 3.42885  0.379
H13 -4.06947 0.59524 1.92127  0.329
C14 3.81808 1.00333 1.85221  0.258
C15 -0.81351 1.30581 2.70386  -0.199
H14 1.28001 -4.69548 0.02350  0.322
C16 1.65406 -3.14965 -1.53412  -0.744
H15 -1.64634 -1.63223 -3.83678  0.392
C17 -2.80942 1.42887 -4.64696  -0.605
C18 -2.31809 2.29092 -3.66798  -0.819
C19 -0.29100 0.01411 3.05972  0.433
C20 1.04750 1.58720 -0.03523  0.324
O2 1.01729 2.70591 0.46667  -0.726
S1 3.49197 0.18190 4.31470  -0.147
C21 -2.15052 1.56022 2.23326  -0.873
C22 -2.74016 0.03741 -4.59266  0.063
C23 -0.14664 0.12984 -1.78196  1.610
H16 2.02230 -1.41909 -2.58473  0.384
C24 -1.15248 0.33595 -2.86838  0.451
H17 -3.21885 -1.63511 2.85840  0.434

=====

No. 3
A molecular structure, C24H17CuF5N4OS at a distorted geometry. Source: the OMol25 dataset; level of theory: ωB97M-V/def2-TZVPD.

Values from the calculation:
LUMO energy (spin up / spin down) in eV: -0.99 / -1.16
E in hartree: -3756.961473
HOMO level (spin up / spin down) in eV: -7.97 / -8.00
Energy above the lowest of the compared OMol25 structures with the same formula, charge and spin in kJ/mol: 27.8
Total charge: 0
HOMO-LUMO gap (spin up / spin down) in hartree: 0.2563 / 0.2514
Multiplicity: 2

Last column: Mulliken charge in e.
Element x y z (Å)
N1 1.80216 2.76354 -1.75140  -0.439
C1 -0.39895 -4.01667 3.77088  -1.222
H1 0.27813 4.54959 -2.27791  0.482
C2 -3.34215 -0.15762 2.37697  -1.347
C3 -0.40242 2.81591 -1.22498  0.260
H2 -1.33657 -4.55283 3.89820  0.356
C4 -2.92350 4.00404 -1.30935  -0.534
F1 -2.47343 -2.80025 -3.75196  -0.303
C5 -0.58173 4.05994 -1.84346  -0.408
S1 1.68038 0.33047 2.30606  -0.418
C6 -1.91209 -2.13399 3.03443  -0.934
C7 -1.50256 2.17669 -0.65465  0.546
C8 -0.10618 -4.10988 -1.37457  0.293
C9 -1.27791 -1.71880 -2.04008  0.272
F2 1.18872 -3.02017 0.23622  -0.377
H3 6.31567 2.82255 -2.15080  0.363
C10 3.05109 2.24333 -1.48079  0.441
C11 5.43420 2.35939 -1.72762  -0.478
N2 0.45200 -1.85147 3.18790  -0.460
N3 0.87342 2.24468 -1.09824  0.278
H4 -1.36596 1.19155 -0.22970  -0.061
C12 3.16808 1.12520 -0.62790  0.423
H5 -3.36844 0.25391 1.36707  0.207
H6 -0.95907 0.83371 2.11761  0.178
H7 -2.78007 -2.76598 3.14447  0.343
C13 -0.61739 -2.61208 3.32385  1.079
C14 0.34093 -0.62395 2.68566  0.014
C15 -0.36227 -1.70605 -0.97337  -0.009
C16 -1.83202 4.64426 -1.88030  -0.661
C17 -1.59437 -2.86273 -2.74792  0.119
C18 -1.01936 -4.07619 -2.41313  0.546
H8 -3.90461 4.45956 -1.33971  0.396
H9 4.05227 3.70089 -2.69307  0.439
C19 5.56362 1.28095 -0.85962  -0.609
F3 -1.33962 -5.19304 -3.07566  -0.314
F4 0.44159 -5.27352 -1.00527  -0.318
H10 -3.60760 2.26876 -0.26545  0.360
H11 -3.47722 0.66944 3.07656  0.354
H12 -1.96277 5.60959 -2.35173  0.366
H13 -4.16653 -0.85501 2.49487  0.391
H14 4.55485 -0.13859 0.39560  0.455
N4 -0.91492 -0.11039 2.47696  0.049
C20 -2.75214 2.77013 -0.69915  -0.769
C21 4.43477 0.68786 -0.29607  0.141
H15 6.54810 0.90272 -0.61374  0.391
O1 -0.16095 -0.63070 -0.25726  0.071
H16 0.16484 -4.02364 4.70382  0.327
C22 4.18065 2.84669 -2.03916  -0.540
F5 -1.89482 -0.57325 -2.36963  -0.278
C23 0.23889 -2.94951 -0.70831  0.172
H17 0.21607 -4.52720 3.02776  0.290
C24 -2.03966 -0.83507 2.63259  1.001
Cu1 1.39686 0.50322 -0.12548  -0.920

=====

No. 4
A molecular structure, C24H17F5N3O5Ru at a distorted geometry. Source: the OMol25 dataset; level of theory: ωB97M-V/def2-TZVPD.

Values from the calculation:
LUMO energy (spin up / spin down) in eV: -0.48 / -2.64
E in hartree: -2059.332580
HOMO level (spin up / spin down) in eV: -7.68 / -7.54
Total charge: 0
HOMO-LUMO gap (spin up / spin down) in hartree: 0.2644 / 0.1804
Multiplicity: 6

Last column: Mulliken charge in e.
Element x y z (Å)
C1 -1.30246 -4.31037 0.69670  -0.394
N1 -0.48326 0.46083 -1.92250  0.528
O1 2.08174 0.50773 0.39080  0.401
H1 -4.76236 0.78823 2.64280  0.473
Ru1 -0.38006 0.00133 0.39410  0.846
H2 1.55094 0.27353 -1.79970  0.816
C2 2.17754 2.53453 1.49950  -0.099
C3 -0.10086 -2.21557 0.25170  -1.240
O2 0.66314 1.78803 4.32570  -0.699
H3 4.70994 2.38673 0.73470  0.444
F1 -0.23766 -6.38947 0.31520  -0.297
H4 -3.55856 0.49543 -2.86870  0.154
O3 -0.01606 2.43163 0.45780  -0.466
H5 2.76434 3.40423 1.78490  0.425
N2 -2.50446 0.77723 0.16750  0.040
H6 1.90884 0.22103 -4.25640  0.503
H7 -2.33486 0.58073 -4.71390  0.442
H8 4.54814 -0.54847 1.02600  0.320
C4 -3.03126 0.86663 1.39030  -0.059
O4 0.53214 4.27133 1.61280  -0.727
C5 4.13914 0.37263 1.43560  -1.028
F2 -2.31746 -2.18637 1.00390  -0.141
C6 2.65594 1.79863 0.24230  -0.473
C7 -1.22766 -2.92487 0.65300  1.527
H9 4.57754 1.17593 -0.55120  0.304
F3 2.02994 -5.10597 -0.50060  -0.289
C8 0.67864 3.16303 1.16090  -0.121
H10 -6.27896 0.25013 0.72710  0.421
F4 2.11604 -2.38577 -0.52840  -0.303
H11 -0.09416 0.36653 -5.75320  0.425
C9 -0.20166 0.38753 -4.68010  -0.372
C10 0.98214 -3.00037 -0.12490  1.064
H12 4.66884 0.61863 2.35200  0.468
C11 0.73884 1.22783 3.26080  -0.078
C12 -1.44786 0.49173 -4.10480  -0.993
H13 2.35754 2.25793 -0.70060  0.692
C13 0.72044 0.35063 -2.48830  -0.718
F5 -2.41436 -4.94017 1.10290  -0.292
C14 2.62114 0.22443 1.67530  -0.117
H14 2.28684 -0.75697 2.01660  0.517
C15 0.96034 -4.39257 -0.11460  -0.255
C16 2.18764 1.43053 2.52430  -0.025
C17 -4.37946 0.70593 1.63980  -0.927
C18 0.91434 0.30143 -3.85140  -1.383
C19 -4.68906 0.35963 -0.69770  -0.747
H15 -2.33206 1.08223 2.19430  0.510
C20 4.16354 1.50883 0.39980  -0.959
H16 2.85234 1.62663 3.36380  0.480
O5 -0.06386 0.52003 2.64080  -0.579
H17 -5.31136 0.14923 -1.55500  0.371
C21 -5.22546 0.42813 0.57010  -0.466
C22 -3.31006 0.55843 -0.87250  0.676
C23 -1.56196 0.50913 -2.70210  0.618
N3 -2.82896 0.55363 -2.16950  -0.088
C24 -0.19156 -5.05157 0.30240  0.870

=====

Question: Which formula does entry 1 have?
Answer: C24H17Cl3N3O5Pd

=====

Question: Among the records above, which one has the highest E?
Answer: C24H17F5N3O5Ru

=====

Question: Among the records above, which one has the lowest E?
Answer: C24H17CuF5N4OS